[1]
Below is the molecule C5H10O, with properties calculated with wB97M-V/def2-TZVPD.

Structure (ORCA input):
```
! wB97M-V def2-TZVPD RIJCOSX def2/J DEFGRID3
* xyz 0 1
O -1.4638 0.3605 -1.3795
C 1.8957 -0.0930 0.3778
C -1.6233 1.1054 -0.1807
C 0.8475 0.4682 -0.5716
C -0.5899 0.0697 -0.2947
C -0.8718 -1.2290 0.4308
H -2.5531 0.9246 0.3605
H -1.3337 2.1507 -0.2454
H 1.9653 -1.1807 0.2871
H 1.6666 0.1392 1.4228
H 2.8809 0.3220 0.1454
H -1.8596 -1.6100 0.1625
H -0.1448 -1.9979 0.1587
H 0.9072 1.5620 -0.5832
H 1.0636 0.1367 -1.5931
H -0.8254 -1.1046 1.5194
*
```

LUMO level: 1.01 eV
HOMO-LUMO gap: 11.10 eV
E_HOMO: -10.1 eV

=====

[2]
Below is a cluster of 2 separate species, C5H10O in total in a non-equilibrium geometry, with properties calculated with wB97M-V/def2-TZVPD.

Structure (ORCA input):
```
! wB97M-V def2-TZVPD RIJCOSX def2/J DEFGRID3
* xyz 0 1
O -0.9918 1.2092 -2.5223
C 1.2184 0.1043 0.7233
C -1.4908 -2.1003 0.5065
C -0.3727 -1.5982 -0.0030
C 1.7558 1.4845 0.9406
C -0.0244 -0.1826 0.3359
H 1.8059 1.7661 1.9828
H -1.5280 0.4235 -2.4075
H -2.2693 -1.6098 1.0814
H 1.0716 2.2229 0.5086
H -1.2208 1.9165 -1.9151
H 1.9033 -0.7195 0.8828
H 0.0953 -2.1252 -0.8123
H -1.8237 -3.0838 0.1702
H -0.7612 0.5889 0.2013
H 2.6324 1.7035 0.3268
*
```

LUMO level: 0.92 eV
HOMO-LUMO gap: 10.00 eV
E_HOMO: -9.1 eV

=====

[3]
Below is the molecule C5H10O, with properties calculated with wB97M-V/def2-TZVPD.

Structure (ORCA input):
```
! wB97M-V def2-TZVPD RIJCOSX def2/J DEFGRID3
* xyz 0 1
O 1.8173 1.1177 -0.5628
C -0.9923 0.9671 0.4862
C 0.4603 -0.9481 -0.4699
C -1.9744 0.0060 -0.1122
C -0.6729 -0.5045 0.4361
C 1.7812 -0.2427 -0.1499
H -1.2259 1.4196 1.4454
H -2.0895 0.0274 -1.1906
H -2.8914 -0.1997 0.4325
H 0.6180 -2.0323 -0.3817
H -0.7541 -1.0520 1.3741
H 2.6014 -0.7347 -0.6815
H -0.4420 1.5821 -0.2190
H 1.5716 1.6732 0.1850
H 0.2096 -0.7526 -1.5201
H 1.9832 -0.3263 0.9283
*
```

LUMO level: 1.08 eV
HOMO-LUMO gap: 10.91 eV
E_HOMO: -9.8 eV

=====

[4]
Below is the molecule C5H10O in a non-equilibrium geometry, with properties calculated with wB97M-V/def2-TZVPD.

Structure (ORCA input):
```
! wB97M-V def2-TZVPD RIJCOSX def2/J DEFGRID3
* xyz 0 1
O 1.6539 1.0677 -0.1045
C 0.5433 -1.0895 -0.3874
C 1.8566 -0.3097 -0.0821
C -0.9609 1.1887 0.3041
C -1.8411 0.0933 -0.1765
C -0.5910 -0.4465 0.3826
H -1.1791 1.6524 1.2647
H 2.5861 -0.6114 -0.8440
H -2.7606 -0.0424 0.3645
H 0.3340 -1.1165 -1.4654
H -0.7654 1.9744 -0.4493
H -1.9090 0.0424 -1.2574
H 0.6972 1.1779 0.1976
H 0.7345 -2.1260 -0.0635
H 2.2340 -0.6506 0.9013
H -0.6324 -0.8043 1.4154
*
```

LUMO level: 1.09 eV
HOMO-LUMO gap: 10.70 eV
E_HOMO: -9.6 eV

=====

[5]
Below is a cluster of 2 separate species, C5H10O in total, with properties calculated with wB97M-V/def2-TZVPD.

Structure (ORCA input):
```
! wB97M-V def2-TZVPD RIJCOSX def2/J DEFGRID3
* xyz 0 1
O -1.3071 -0.2410 -0.5593
C -0.6565 -0.0979 0.6616
C -2.5820 0.3607 -0.6013
C 2.1392 0.0183 -0.8980
C 2.4631 0.2324 0.3954
C 0.5641 -0.7742 0.9586
H -0.8411 0.8932 1.0875
H 2.2284 1.1683 0.8956
H -2.9247 0.2954 -1.6311
H 0.6251 -1.7042 0.3817
H -0.9616 -0.8282 1.5119
H 2.4919 -0.8606 -1.4318
H -3.2969 -0.1617 0.0427
H 3.1293 -0.4332 0.9387
H 1.5715 0.7444 -1.4724
H -2.5654 1.4194 -0.3051
*
```

LUMO level: 1.06 eV
HOMO-LUMO gap: 9.27 eV
E_HOMO: -8.2 eV

=====

[6]
Below is the molecule C5H10O in a non-equilibrium geometry, with properties calculated with wB97M-V/def2-TZVPD.

Structure (ORCA input):
```
! wB97M-V def2-TZVPD RIJCOSX def2/J DEFGRID3
* xyz 0 1
O 0.7605 0.6283 -1.9204
C -0.5587 0.1681 -1.7176
C 0.5594 -0.3240 0.6389
C -0.2748 -0.8866 -0.6809
C -0.7936 -0.9831 0.6738
C 0.5831 1.0497 1.3510
H 1.3970 -0.9510 0.9535
H 1.5652 1.5386 1.4025
H -0.1171 1.7685 0.9150
H -0.8463 -1.9487 1.1484
H 0.1943 -1.7594 -1.1437
H -1.0299 -0.2516 -2.6277
H 1.0951 0.3611 -0.9673
H -1.2496 0.9498 -1.3551
H -1.5749 -0.2671 0.9045
H 0.2643 0.8852 2.3945
*
```

LUMO level: 1.07 eV
HOMO-LUMO gap: 10.58 eV
E_HOMO: -9.5 eV

=====

[7]
Below is the molecule C5H10O, with properties calculated with wB97M-V/def2-TZVPD.

Structure (ORCA input):
```
! wB97M-V def2-TZVPD RIJCOSX def2/J DEFGRID3
* xyz 0 1
O 1.5145 -1.0934 -0.1907
C 0.1748 -0.5065 0.8051
C -1.8473 0.9248 0.0568
C 0.9429 0.2813 -0.9291
C 2.3362 0.0027 -0.5760
C -1.2840 -0.4492 0.3887
H 0.3173 -1.4180 1.4016
H 2.8252 0.5243 0.2517
H -2.9074 0.8485 -0.2069
H -1.3012 1.3748 -0.7756
H -1.8380 -0.8837 1.2367
H 3.0209 -0.3404 -1.3518
H -1.4330 -1.1454 -0.4470
H 0.5253 0.3583 1.3648
H -1.7688 1.5984 0.9186
H 0.7225 -0.0764 -1.9469
*
```

LUMO level: 1.19 eV
HOMO-LUMO gap: 9.05 eV
E_HOMO: -7.9 eV

=====

[8]
Below is a cluster of 2 separate species, C5H10O in total in a non-equilibrium geometry, with properties calculated with wB97M-V/def2-TZVPD.

Structure (ORCA input):
```
! wB97M-V def2-TZVPD RIJCOSX def2/J DEFGRID3
* xyz 0 1
O -1.2657 2.1317 0.3364
C 1.9056 -0.4487 -0.7084
C -1.1480 -0.5599 1.4946
C 0.0344 -0.6479 0.9421
C -0.4264 -0.0549 -1.3944
C 0.4040 -0.4378 -0.4715
H -2.1524 -0.3441 1.0481
H 0.8536 -0.7189 1.7105
H -1.5057 0.2742 -1.2224
H 2.3567 0.3981 -0.3476
H 0.1156 0.0094 -2.3017
H -1.3191 -0.3803 2.5594
H -1.7574 1.2771 0.2347
H -0.4240 1.7081 0.1798
H 2.1784 -0.7451 -1.6672
H 2.1502 -1.4609 -0.3925
*
```

LUMO level: 0.61 eV
HOMO-LUMO gap: 9.89 eV
E_HOMO: -9.3 eV

=====

Q: Which relative energy (zero: lowest compared OMol25 entry of this formula, charge and spin) values were calculated for the entries above? A: 28.0 44.6 29.3 48.8 125.6 53.9 141.6 71.0, in kcal/mol.